15
Properties=species:S:1:pos:R:3:forces:R:3:nbo_charge:R:1 method="wB97M-V/def2-TZVPD" multiplicity=1 e_above_lowest_ev=4.4318 gap_ev="7.74 / 8.39" lumo_ev="0.482 / 0.850"
C -1.70816 0.41623 -0.60202 -2.2 -1.7 1.6 0.100
C 0.60693 0.87284 -0.55512 6.1 0.0 -2.4 0.687
C -2.65017 -0.22279 0.39320 1.1 1.1 2.5 -0.683
C 2.41444 -0.48748 0.71290 0.1 0.4 0.8 -0.398
N 1.70917 -0.08536 -0.45624 -0.5 0.4 -2.2 -0.706
O -0.48563 0.40986 -0.15515 -1.8 -0.8 0.4 -0.417
F 0.71774 1.36947 -1.90327 -1.3 -0.6 1.9 -0.385
H -2.06198 0.95295 -1.41921 0.1 1.1 -1.3 0.178
H -3.46421 -0.85095 0.00426 0.4 0.3 0.0 0.231
H -3.08741 0.58927 1.12290 0.3 -1.3 -1.4 0.210
H -1.95056 -0.79466 1.12061 -1.4 0.4 -1.3 0.226
H 1.87548 -0.08889 1.58892 0.0 -0.8 -0.1 0.203
H 2.58010 -1.57637 0.69808 -0.5 0.3 0.5 0.191
H 3.41188 -0.05764 0.82202 0.2 0.3 -0.3 0.172
H 2.09237 -0.44645 -1.37189 -0.9 1.0 1.5 0.391